{"formula": "C37H103N11O10", "method": "ωB97M-V/def2-TZVPD", "relative_energy_kcal_mol": 141.1, "spin_multiplicity": 1, "smiles": "COC[C@H](C)N.COC[C@H](C)N.COC[C@H](C)N.COC[C@H](C)N.COC[C@H](C)N.COC[C@H](C)N.COC[C@H](C)N.COC[C@H](C)N.COC[C@H](C)N.NC(N)=O", "species": ["O", "O", "O", "O", "O", "O", "O", "O", "O", "O", "N", "N", "N", "N", "N", "N", "N", "N", "N", "N", "N", "C", "C", "C", "C", "C", "C", "C", "C", "C", "C", "C", "C", "C", "C", "C", "C", "C", "C", "C", "C", "C", "C", "C", "C", "C", "C", "C", "C", "C", "C", "C", "C", "C", "C", "C", "C", "C", "H", "H", "H", "H", "H", "H", "H", "H", "H", "H", "H", "H", "H", "H", "H", "H", "H", "H", "H", "H", "H", "H", "H", "H", "H", "H", "H", "H", "H", "H", "H", "H", "H", "H", "H", "H", "H", "H", "H", "H", "H", "H", "H", "H", "H", "H", "H", "H", "H", "H", "H", "H", "H", "H", "H", "H", "H", "H", "H", "H", "H", "H", "H", "H", "H", "H", "H", "H", "H", "H", "H", "H", "H", "H", "H", "H", "H", "H", "H", "H", "H", "H", "H", "H", "H", "H", "H", "H", "H", "H", "H", "H", "H", "H", "H", "H", "H", "H", "H", "H", "H", "H", "H"], "coordinates": [[12.65, 0.80, -4.57], [22.61, 0.38, 1.60], [14.29, 4.51, 2.00], [21.31, 1.89, 4.05], [18.00, -0.68, -5.71], [13.76, 7.92, -6.75], [23.17, 10.31, -0.49], [16.82, 5.58, -8.23], [18.35, 5.73, -0.90], [14.68, 10.90, 2.04], [15.25, 3.35, -3.62], [17.69, 1.20, -6.78], [25.11, 0.95, -1.14], [22.24, 3.74, 1.84], [17.73, 4.16, -6.06], [16.17, 9.36, 5.04], [19.19, 5.19, -3.52], [21.41, 9.70, -2.78], [15.04, 5.72, -5.63], [18.83, 1.33, -4.99], [13.55, 4.76, -1.63], [19.45, 4.79, -0.94], [13.92, 5.20, -0.28], [15.50, 0.80, -3.20], [23.18, 9.18, -1.29], [13.69, 11.86, 1.76], [13.26, 2.01, -4.09], [18.69, 4.80, -6.98], [22.49, 1.72, 4.88], [22.05, 4.20, 3.21], [21.79, 8.76, -1.73], [18.13, 6.33, 0.39], [20.01, 4.07, -6.94], [16.27, 7.08, -4.11], [17.97, 4.76, -8.37], [14.85, 8.07, -5.91], [14.97, 6.98, -4.91], [13.40, 9.07, -7.63], [13.84, 3.98, 0.73], [20.74, 3.47, -2.78], [21.61, 5.68, 3.05], [14.83, 1.92, -4.01], [21.72, 7.31, -2.03], [16.04, 9.72, 3.63], [18.25, 0.53, -5.84], [21.29, -0.08, 1.91], [15.73, 5.30, -9.15], [19.43, 4.25, -2.42], [20.96, 3.28, 3.85], [12.98, 6.33, 0.16], [23.07, 0.48, 0.24], [25.15, 1.96, 0.89], [22.94, 11.57, -1.09], [14.73, 10.53, 3.43], [16.07, 8.45, 2.75], [14.81, 3.50, 2.80], [11.34, 0.94, -4.90], [24.64, 0.69, 0.19], [16.74, 10.50, 3.33], [18.54, 3.63, -2.52], [22.91, -0.51, -0.16], [18.59, 2.31, -5.05], [20.01, 3.02, -7.25], [19.66, 6.02, -3.18], [23.17, 12.34, -0.36], [23.39, 2.20, 4.53], [20.67, 3.67, 4.83], [21.04, 8.81, -0.95], [21.55, 4.17, -2.56], [15.12, 1.88, -5.06], [16.47, 6.28, -3.40], [15.77, 8.14, -6.48], [21.80, 9.58, -3.70], [12.95, 2.89, -4.66], [26.22, 1.93, 1.09], [13.50, 10.05, -7.15], [23.00, 4.09, 3.73], [22.30, 6.90, -2.86], [14.11, 6.93, -4.24], [15.33, 4.29, -9.04], [17.95, 2.17, -6.93], [20.66, 5.59, 2.53], [13.15, 7.30, -0.32], [12.77, 2.23, -3.14], [20.82, 3.19, -3.83], [23.96, 9.28, -2.05], [13.09, 6.67, 1.20], [16.87, 4.68, -6.10], [15.94, 8.80, 1.72], [15.62, 5.84, -6.45], [15.21, -0.15, -3.66], [16.43, 8.05, -3.65], [14.95, 5.54, -0.37], [19.22, 4.07, -0.15], [12.82, 3.60, 0.81], [25.15, -0.14, 0.67], [20.01, 3.35, 3.32], [21.07, -1.07, 1.52], [11.17, 1.62, -5.73], [15.68, 3.00, 2.37], [14.59, 3.25, 0.42], [20.73, 4.65, -7.51], [21.38, 3.92, 1.34], [22.27, 6.39, 2.54], [20.38, 5.31, -0.71], [19.00, 0.85, -4.11], [10.75, 1.17, -4.01], [24.84, 2.85, 0.34], [22.03, 6.72, -1.17], [14.16, 5.85, -6.11], [13.09, 5.39, -2.28], [21.16, -0.26, 2.98], [14.32, 4.32, -2.12], [19.00, 6.39, 1.04], [24.47, 1.55, -1.64], [14.89, 4.03, -4.28], [22.37, 2.74, 1.82], [22.51, 1.25, -0.29], [12.39, 8.96, -8.04], [18.59, 5.19, -9.16], [18.87, 5.84, -6.74], [18.17, 4.56, -5.24], [16.59, 0.79, -3.17], [22.34, 2.09, 5.90], [14.90, 5.94, -8.84], [16.25, 3.40, -3.75], [13.84, 10.06, 3.86], [20.64, 7.19, -2.15], [17.79, 3.73, -8.65], [14.79, 11.51, 3.89], [16.92, 7.78, 2.85], [17.11, 0.74, -7.46], [21.26, 5.91, 4.06], [22.69, 0.65, 4.95], [23.62, 11.58, -1.94], [20.30, 4.12, -5.89], [14.86, 9.07, -5.48], [11.94, 6.03, 0.03], [17.64, 5.46, 0.82], [21.58, 10.62, -2.40], [17.08, 8.98, 5.26], [18.23, 5.43, -3.34], [21.96, 11.95, -1.39], [17.49, 7.21, 0.42], [15.23, 7.77, 2.85], [16.04, 5.40, -10.19], [24.75, 2.07, 1.89], [10.98, 0.03, -5.38], [20.54, 0.66, 1.61], [15.17, 3.99, 3.71], [15.52, 8.59, 5.05], [12.84, 11.39, 2.25], [13.44, 11.89, 0.70], [14.03, 2.77, 2.98], [15.06, 0.75, -2.21], [25.93, 1.55, -1.16], [13.93, 12.85, 2.13], [17.15, 7.01, -4.75], [20.88, 2.67, -2.06], [14.02, 9.05, -8.52], [23.55, 8.53, -0.50]]}

---

{"formula": "C37H22F4N10NaOS", "method": "ωB97M-V/def2-TZVPD", "relative_energy_kcal_mol": 8.5, "spin_multiplicity": 2, "total_charge": -2, "species": ["S", "Na", "F", "F", "F", "F", "O", "N", "N", "N", "N", "N", "N", "N", "N", "N", "N", "C", "C", "C", "C", "C", "C", "C", "C", "C", "C", "C", "C", "C", "C", "C", "C", "C", "C", "C", "C", "C", "C", "C", "C", "C", "C", "C", "C", "C", "C", "C", "C", "C", "C", "C", "C", "C", "H", "H", "H", "H", "H", "H", "H", "H", "H", "H", "H", "H", "H", "H", "H", "H", "H", "H", "H", "H", "H", "H"], "coordinates": [[-2.42, -3.33, -4.87], [-0.70, -0.48, -2.02], [4.51, 2.35, 2.80], [2.83, -2.68, 3.79], [2.06, -1.51, 1.61], [5.30, 1.17, 4.97], [-0.38, -1.58, -3.66], [0.10, -2.61, -4.29], [6.33, -0.53, 7.32], [3.74, 3.35, -0.01], [-1.80, 2.15, -2.92], [-1.89, 0.90, -0.40], [4.26, -3.98, 6.23], [1.19, 0.14, -0.85], [-1.63, -1.97, -0.64], [-2.35, 1.59, -4.01], [-1.77, -1.77, 0.67], [-0.11, -4.60, -5.59], [-2.30, -3.07, -0.93], [-4.19, 3.77, 0.10], [0.01, 0.13, 3.30], [-3.37, 3.81, -2.13], [1.44, -2.76, -4.32], [-2.61, 2.68, -1.87], [4.18, -0.85, 4.48], [-1.33, 0.66, 0.82], [-4.16, 4.39, -1.15], [4.53, 0.48, 4.14], [-0.10, 1.55, -4.17], [3.29, -1.45, 3.55], [4.42, -2.88, 5.91], [4.70, -1.53, 5.61], [-2.90, -3.60, 0.23], [-0.11, 1.43, 2.81], [4.11, 1.09, 3.00], [3.27, 0.47, 2.04], [1.26, -4.74, -5.63], [2.06, -3.81, -4.97], [3.36, 2.34, 0.41], [-1.19, -0.66, 1.34], [-2.53, -2.73, 1.24], [-2.59, 2.05, -0.61], [-0.76, 1.68, 1.61], [-4.97, 5.63, -1.45], [-0.74, -3.52, -4.92], [-1.33, 1.22, -4.76], [1.94, 0.53, -0.07], [2.87, -0.84, 2.41], [-0.53, -0.89, 2.54], [-3.44, 2.65, 0.37], [0.74, -0.17, 4.59], [-0.45, 2.15, -2.97], [5.59, -0.94, 6.53], [2.88, 1.08, 0.83], [1.77, -0.46, 4.41], [-0.82, 2.69, 1.24], [-1.51, 0.72, -5.70], [-3.50, 2.17, 1.34], [-3.51, -4.48, 0.31], [-5.25, 6.14, -0.52], [0.90, 1.40, -4.54], [-3.32, 4.25, -3.12], [0.16, 2.58, -2.20], [-2.34, -3.43, -1.95], [-0.42, -1.92, 2.88], [-0.76, -5.30, -6.08], [-4.40, 6.33, -2.06], [0.26, -0.98, 5.13], [-2.77, -2.72, 2.28], [1.99, -1.99, -3.80], [-4.82, 4.18, 0.88], [3.13, -3.88, -4.96], [1.71, -5.58, -6.16], [0.31, 2.25, 3.37], [0.75, 0.71, 5.24], [-5.89, 5.39, -1.99]]}

---

Respective molar mass values: 862.30, 753.70 g mol⁻¹.